[1]
The following is a quantum chemistry calculation of 3 unconnected molecules or ions with the total composition C23H54N3O9P2S2, from the OMol25 dataset.

Each line ends with the Löwdin charge.
Cartesian coordinates (Å):
1 H 1.01 -2.88 0.74  0.14
2 C 3.39 0.97 -3.00  -0.06
3 H -3.12 -3.14 -1.45  0.08
4 C -0.22 -2.29 4.12  -0.14
5 C -5.25 -3.16 0.65  -0.41
6 H -0.77 -5.62 4.88  0.08
7 P -2.01 0.36 4.72  0.92
8 O 6.54 3.59 -0.46  -0.28
9 H 1.79 2.03 -1.99  0.10
10 O -2.78 0.44 -2.43  -0.15
11 H -5.69 -3.58 2.75  0.06
12 C -6.06 -2.95 1.94  -0.15
13 P -3.50 -3.64 0.95  1.02
14 S 1.90 3.65 -4.19  0.56
15 H 6.52 5.12 -3.62  0.08
16 N -1.35 -1.93 0.87  0.02
17 C -2.92 -3.96 -0.76  -0.43
18 C -0.37 -1.80 1.77  -0.38
19 C 9.55 1.80 -1.94  -0.07
20 H -2.22 0.90 0.15  0.11
21 H -4.57 -5.11 -1.61  0.06
22 H -7.11 -3.19 1.79  0.07
23 C 9.33 3.16 -1.33  -0.24
24 H -6.01 -1.91 2.28  0.06
25 H 2.00 5.91 -3.55  0.08
26 H 9.01 3.10 -0.29  0.11
27 C -4.57 2.08 -1.98  -0.07
28 H -2.98 -5.64 -2.15  0.07
29 H -5.29 -2.25 0.03  0.08
30 C -0.57 -4.57 5.09  -0.09
31 O -2.78 -0.76 5.68  -0.33
32 H 10.23 3.77 -1.38  0.12
33 H -4.23 2.73 -1.17  0.07
34 C 2.83 2.17 -2.26  -0.24
35 H -0.79 1.89 -0.12  0.14
36 H -5.69 -3.96 0.06  0.07
37 H -0.86 1.02 -2.56  0.14
38 H -0.85 -2.03 4.96  0.08
39 H -2.34 -0.81 6.54  0.06
40 H -3.31 -1.20 0.70  0.10
41 C -3.54 -5.27 -1.29  -0.16
42 H -1.93 2.33 -2.11  0.13
43 C 2.25 5.36 -4.45  -0.12
44 C -1.73 1.27 -1.95  -0.18
45 O -0.46 -0.10 -0.35  -0.10
46 H -0.42 -2.01 -1.04  0.14
47 N -0.56 -1.34 3.02  -0.01
48 H 6.45 5.92 -2.01  0.08
49 H -5.66 2.06 -1.96  0.08
50 H 9.79 1.88 -3.00  0.09
51 H -4.34 0.97 4.69  0.05
52 H -3.94 -1.11 2.90  0.11
53 O 2.26 2.91 -5.35  -0.26
54 H 2.79 0.72 -3.88  0.07
55 H 5.07 4.93 -2.59  0.06
56 C -1.85 -0.61 3.14  -0.42
57 H -1.23 -3.95 3.14  0.09
58 H 10.39 1.31 -1.43  0.08
59 H 0.53 -4.14 3.31  0.10
60 H 0.32 -4.50 5.72  0.08
61 H 4.41 1.17 -3.33  0.07
62 C -1.34 1.02 -0.50  -0.15
63 C -4.05 0.65 -1.84  -0.27
64 H 0.81 -2.09 4.43  0.13
65 H -3.31 2.40 4.50  0.04
66 O 8.35 3.95 -2.07  -0.26
67 H -3.63 1.33 3.11  0.03
68 H 3.31 5.46 -4.70  0.07
69 H -2.95 -2.45 3.43  0.11
70 H 1.66 -1.69 1.83  0.14
71 O 2.95 3.39 -3.03  -0.28
72 O 6.46 2.47 -2.65  -0.28
73 H 3.40 0.11 -2.33  0.08
74 S 6.82 3.61 -1.86  0.56
75 H 3.41 2.37 -1.36  0.12
76 H -4.27 2.49 -2.94  0.09
77 C -2.77 -1.94 1.30  -0.39
78 C -2.96 -1.57 2.78  -0.17
79 H 8.67 1.16 -1.84  0.07
80 N 0.87 -2.15 1.41  0.25
81 H -3.55 -6.03 -0.51  0.07
82 H -1.81 0.17 2.37  0.11
83 H -2.03 -1.29 -0.99  0.11
84 H -4.06 0.35 -0.78  0.09
85 C -3.46 1.36 4.19  -0.25
86 H 1.64 5.67 -5.29  0.08
87 H -1.40 -4.17 5.67  0.08
88 C 6.16 5.06 -2.60  -0.11
89 C -1.07 -1.34 -0.47  -0.16
90 H -1.84 -4.09 -0.69  0.07
91 H -4.72 -0.04 -2.36  0.12
92 C -0.37 -3.77 3.80  -0.24
93 O 0.59 3.50 -3.65  -0.29

**Highest occupied orbital energy**: -11.45 eV
**Kohn-Sham gap**: 9.293 eV
**LUMO level**: -2.157 eV
**Energy**: -87866.56253 eV
**Energy above the lowest of the compared OMol25 structures with the same formula, charge and spin**: 0.0 kcal per mole
**Total charge**: +1

[2]
The following is a quantum chemistry calculation of 4 unconnected molecules or ions with the total composition C23H54O10Si, from the OMol25 dataset.

Each line ends with the Löwdin charge.
Cartesian coordinates (Å):
1 O 7.34 1.25 4.04  -0.19
2 H -3.18 -2.16 -0.81  0.11
3 C -1.13 1.05 -3.33  -0.14
4 C -0.37 3.97 -3.83  -0.16
5 H -2.36 -4.94 -5.17  0.13
6 C -2.01 -3.91 -5.34  -0.20
7 H 8.16 -0.52 3.32  0.08
8 H 5.44 1.83 3.61  0.13
9 H -7.41 1.76 2.81  0.13
10 C 6.87 -1.51 5.70  -0.11
11 O 2.34 -0.79 1.01  0.02
12 H 7.55 -0.67 5.83  0.08
13 H 2.76 1.22 -1.59  0.13
14 H 2.15 1.59 0.59  0.13
15 C -5.34 1.67 2.30  -0.21
16 H -5.63 4.70 1.71  0.08
17 C -1.31 -2.75 -0.01  -0.16
18 H 0.87 -3.19 -4.50  0.09
19 O -0.93 -3.90 -6.26  -0.19
20 H 0.49 -2.52 1.17  0.12
21 C -1.46 3.15 -1.14  -0.16
22 H -1.41 4.16 -4.14  0.03
23 H -6.98 2.68 1.36  0.13
24 H -1.81 1.34 -4.14  0.04
25 H -1.76 -0.45 1.18  0.07
26 O 1.19 2.36 -2.13  -0.21
27 H 0.01 -5.53 -5.37  0.08
28 H -2.83 -3.34 -5.79  0.13
29 H -0.92 3.88 -0.52  0.04
30 H -1.70 -2.99 0.99  0.11
31 C 1.06 -0.19 0.62  -0.33
32 H 4.33 -0.22 4.26  0.10
33 C 2.51 -1.09 2.30  -0.36
34 H -0.86 -5.88 -6.89  0.09
35 H -2.35 3.65 -1.53  0.04
36 H -2.57 0.46 -0.13  0.05
37 H 0.01 4.89 -3.38  0.04
38 H -3.93 3.57 3.35  0.09
39 H -1.78 2.32 -0.50  0.00
40 H 0.22 3.72 -4.71  0.04
41 H -0.38 0.38 -3.76  0.03
42 H -6.16 5.55 3.18  0.09
43 H -1.30 -2.25 -4.18  0.12
44 H -2.53 -3.24 -3.38  0.12
45 H -1.38 -3.65 -0.62  0.10
46 H 7.45 -2.41 5.50  0.09
47 H 8.45 0.92 2.32  0.09
48 H -5.49 0.75 1.73  0.12
49 O -4.33 2.42 1.66  -0.20
50 H 5.34 0.37 5.59  0.13
51 C 1.67 1.20 -1.47  -0.22
52 H 0.46 1.84 0.23  0.11
53 H -2.74 2.29 2.99  0.09
54 C -1.64 -3.28 -4.02  -0.20
55 C -2.51 -0.51 0.38  -0.08
56 H -1.86 -1.29 -1.55  0.07
57 C 0.18 -2.36 0.13  -0.16
58 C 1.31 1.18 0.02  -0.05
59 C 8.35 0.55 3.34  -0.11
60 H -1.72 0.49 -2.60  0.01
61 H -5.02 1.38 3.31  0.13
62 Si -0.39 2.60 -2.57  0.40
63 H 6.04 0.49 2.62  0.13
64 O 0.47 -1.03 -0.31  -0.09
65 H 0.71 -2.52 -2.86  0.08
66 C 0.64 -3.44 -3.46  -0.10
67 O -6.57 3.57 3.19  -0.19
68 H 0.45 -0.11 1.53  0.15
69 H 6.30 -1.66 6.62  0.09
70 C -0.25 -5.13 -6.36  -0.11
71 C -3.42 3.03 2.55  -0.11
72 C -6.42 4.77 2.46  -0.11
73 C 5.36 -0.06 4.59  -0.20
74 H -2.83 3.74 1.96  0.08
75 H 0.66 -4.95 -6.92  0.09
76 O 2.20 -0.39 3.21  0.09
77 H -3.48 -0.65 0.88  0.07
78 H 3.00 -2.06 2.43  0.16
79 C -2.22 -1.67 -0.59  -0.25
80 H 1.38 -4.16 -3.10  0.09
81 O -0.64 -4.02 -3.33  -0.19
82 C 6.03 0.91 3.63  -0.20
83 C -6.65 2.41 2.37  -0.21
84 O 6.01 -1.32 4.60  -0.19
85 H 1.31 0.29 -1.97  0.10
86 H -7.36 5.05 1.97  0.09
87 H 0.78 -3.04 -0.49  0.12
88 H 9.29 0.73 3.87  0.09

**Highest occupied orbital energy**: -9.14 eV
**Kohn-Sham gap**: 9.836 eV
**LUMO level**: 0.697 eV
**SMILES string**: CCCCO[C@H](CCO[Si](C)(C)C)OC=O.COCCOC.COCCOC.COCCOC
**Energy**: -53077.03666 eV
**Total charge**: 0